(1)
Molecular formula: C11H10BrO2
Method: DFT, the ωB97M-V functional and the def2-TZVPD basis

```
24
Properties=species:S:1:pos:R:3:nbo_charge:R:1
C -2.621 -2.176 0.526 -0.241
C -2.236 -1.941 -0.786 -0.219
C -2.013 -1.457 1.542 -0.233
C -1.272 -0.998 -1.074 -0.191
C -1.071 -0.490 1.255 -0.140
C -0.677 -0.225 -0.064 -0.072
C 3.196 1.113 0.314 0.692
C 1.255 0.691 -1.484 -0.490
C 0.240 0.843 -0.380 0.017
C 2.241 0.195 -0.462 -0.118
C 0.227 2.120 0.399 -0.657
O 3.841 0.583 1.217 -0.732
O 3.205 2.274 -0.128 -0.765
Br 2.385 -1.662 -0.161 0.033
H -3.383 -2.913 0.749 0.198
H -2.700 -2.497 -1.591 0.198
H -2.278 -1.654 2.574 0.200
H -1.001 -0.819 -2.106 0.204
H -0.602 0.046 2.067 0.205
H 1.016 -0.035 -2.259 0.201
H 1.577 1.636 -1.920 0.241
H -0.677 2.689 0.163 0.193
H 1.100 2.712 0.131 0.274
H 0.247 1.963 1.479 0.202
```

## Properties
LUMO energy (spin up / spin down): 3.1 / 3.1 eV
Kohn-Sham gap (spin up / spin down): 0.251 / 0.251 Eh
Maximum force: 3.21 eV/Å
Total charge: -1

---

(2)
Molecular formula: C11H10ClF3N2S
Method: DFT, the ωB97M-V functional and the def2-TZVPD basis

```
28
Properties=species:S:1:pos:R:3:nbo_charge:R:1
F 0.565 2.685 3.935 -0.336
C 1.679 2.982 3.222 0.978
F 2.039 4.205 3.666 -0.331
F 2.596 2.060 3.577 -0.308
C 1.195 3.164 1.734 -0.107
C 1.114 4.386 0.973 -0.206
C 0.784 4.292 -0.375 -0.203
C 0.413 3.050 -0.892 -0.087
Cl -0.318 3.297 -2.450 0.008
C 0.495 1.859 -0.174 0.226
N 0.056 0.698 -0.846 -0.628
C 0.252 -0.675 -0.699 0.281
N -0.686 -1.450 -1.229 -0.496
C -0.475 -2.944 -1.091 -0.239
C -0.280 -3.338 0.351 -0.428
C 0.793 -2.651 1.195 -0.492
S 1.590 -1.193 0.354 0.191
C 0.932 1.943 1.187 -0.248
H 1.371 5.323 1.438 0.236
H 0.778 5.241 -0.898 0.239
H -0.623 0.846 -1.541 0.418
H -1.357 -3.406 -1.539 0.215
H 0.438 -3.303 -1.682 0.188
H -0.111 -4.424 0.548 0.213
H -1.172 -3.094 0.798 0.207
H 1.476 -3.501 1.408 0.235
H 0.382 -2.215 2.088 0.221
H 0.890 0.980 1.760 0.254
```

## Properties
LUMO energy: 0.6 eV
Kohn-Sham gap: 0.333 Eh
Maximum force: 2.95 eV/Å
SMILES: FC(F)(F)c1ccc(Cl)c(NC2=NCCCS2)c1

---

(3)
Molecular formula: C11H10ClFN2
Method: DFT, the ωB97M-V functional and the def2-TZVPD basis

```
25
Properties=species:S:1:pos:R:3:nbo_charge:R:1
C -3.162 0.726 -1.635 -0.326
C -3.428 1.349 -0.418 0.057
C -2.495 -0.472 -1.288 0.170
C 0.986 0.276 -1.278 -0.306
C 1.183 -0.969 -0.921 -0.127
C 0.508 1.131 -0.214 0.356
C 0.637 0.875 1.084 -0.267
C 0.888 -1.457 0.438 -0.452
C -3.368 1.631 0.927 0.134
C 1.308 -0.375 1.458 -0.243
C 2.818 -0.078 1.372 -0.596
N -2.318 -0.587 0.035 -0.242
N -2.786 0.464 0.577 -0.115
F -0.154 2.199 -0.629 -0.336
Cl -1.906 -1.653 -2.410 0.066
H -3.459 1.097 -2.597 0.260
H 1.071 0.742 -2.230 0.229
H 1.647 -1.786 -1.507 0.213
H -0.117 -1.644 0.437 0.246
H 1.381 -2.455 0.632 0.210
H 0.313 1.638 1.782 0.229
H 1.043 -0.549 2.503 0.218
H 3.021 -0.067 0.259 0.210
H 3.308 -0.887 1.761 0.198
H 3.082 0.848 1.863 0.213
```

## Properties
LUMO energy: 0.2 eV
Kohn-Sham gap: 0.314 Eh
Maximum force: 3.41 eV/Å

---

(4)
Molecular formula: C11H10ClNO2STc
Method: DFT, the ωB97M-V functional and the def2-TZVPD basis

```
27
Properties=species:S:1:pos:R:3:nbo_charge:R:1
Cl 0.192 -4.573 -0.418 0.007
C -1.105 0.539 -1.898 -0.158
C -1.494 1.579 -0.989 -0.254
C -2.194 0.955 0.103 -0.259
H -1.288 2.642 -1.114 0.310
C -2.241 -0.469 -0.147 0.036
C -1.525 -0.703 -1.352 -0.230
H -1.342 -1.707 -1.722 0.300
H -0.607 0.698 -2.857 0.309
H -2.663 1.435 0.956 0.304
C -2.898 -1.524 0.672 -0.666
Tc -0.146 0.389 0.109 0.547
C 0.629 1.948 0.889 0.613
C 1.217 -0.125 -1.156 0.621
O 1.149 2.875 1.385 -0.299
O 1.928 -0.415 -2.028 -0.321
H -2.808 -1.323 1.744 0.250
H -2.469 -2.507 0.444 0.248
H -3.966 -1.568 0.429 0.299
S 0.817 -2.436 3.770 0.632
C 2.159 -1.331 3.489 -0.365
C 1.929 -0.562 2.379 -0.052
N 0.678 -0.781 1.799 -0.545
C 0.017 -1.800 2.396 -0.125
H 3.055 -1.278 4.091 0.295
H 2.585 0.194 1.945 0.247
H -0.883 -2.248 1.989 0.253
```

## Properties
LUMO energy (spin up / spin down): -7.7 / -10.7 eV
Kohn-Sham gap (spin up / spin down): 0.343 / 0.232 Eh
Maximum force: 8.03 eV/Å
Total charge: +2
⟨S²⟩: 3.77
Spin multiplicity: 4

---

(5)
Molecular formula: C11H10ClNSV
Method: DFT, the ωB97M-V functional and the def2-TZVPD basis

```
25
Properties=species:S:1:pos:R:3:nbo_charge:R:1
C 0.900 -1.974 2.259 -0.310
C 0.966 -1.685 0.856 -0.247
C -0.361 -1.533 0.340 -0.321
H 1.873 -1.669 0.281 0.263
C -1.272 -1.852 1.397 -0.318
C -0.490 -2.121 2.571 -0.235
H -0.872 -2.482 3.525 0.244
H 1.710 -2.209 2.933 0.251
H -0.643 -1.183 -0.648 0.296
H -2.344 -2.065 1.279 0.253
V -0.021 -0.104 1.834 1.032
Cl 1.290 1.392 0.699 -0.381
C 0.107 2.737 -2.642 -0.361
C -1.128 2.100 -2.995 -0.376
C -0.817 0.858 -3.642 -0.385
H -2.128 2.501 -2.828 0.175
C 0.611 0.732 -3.696 -0.378
C 1.181 1.894 -3.077 -0.362
H 2.245 2.110 -2.981 0.178
H 0.213 3.704 -2.154 0.179
H -1.538 0.146 -4.049 0.174
H 1.166 -0.088 -4.156 0.174
S -0.465 0.400 6.380 -0.091
C -0.146 0.201 4.859 0.213
N -0.037 0.191 3.655 -0.667
```

## Properties
LUMO energy (spin up / spin down): 1.5 / 1.9 eV
Kohn-Sham gap (spin up / spin down): 0.146 / 0.161 Eh
Maximum force: 4.42 eV/Å
Total charge: -1
⟨S²⟩: 2.02
Spin multiplicity: 3

---

(6)
Molecular formula: C11H10FN3
Method: DFT, the ωB97M-V functional and the def2-TZVPD basis

```
25
Properties=species:S:1:pos:R:3:nbo_charge:R:1
C 3.540 0.249 -0.661 -0.197
C -2.614 -0.960 1.622 -0.178
C 3.518 -0.973 0.042 -0.260
C -2.982 -1.627 0.451 -0.257
C 2.332 0.887 -0.715 -0.328
C -1.867 0.165 1.383 -0.192
C 2.363 -1.485 0.752 0.033
C -2.671 -1.238 -0.823 0.033
C 1.286 0.439 0.085 0.136
C -1.644 0.599 0.059 0.049
C -0.790 1.712 -0.181 0.653
N 1.298 -0.666 0.837 -0.478
N -1.983 -0.121 -1.048 -0.415
N -0.692 2.413 -1.343 -0.804
F -0.430 2.513 0.798 -0.320
H 4.429 0.331 -1.298 0.224
H -3.043 -1.490 2.554 0.242
H 4.406 -1.611 -0.085 0.206
H -3.635 -2.501 0.592 0.211
H 2.004 1.828 -1.269 0.199
H -1.501 0.880 2.229 0.241
H 2.383 -2.346 1.320 0.191
H -3.083 -1.789 -1.758 0.205
H -0.749 1.769 -2.141 0.411
H 0.124 3.022 -1.400 0.395
```

## Properties
LUMO energy (spin up / spin down): 0.0 / 0.0 eV
Kohn-Sham gap (spin up / spin down): 0.257 / 0.266 Eh
Maximum force: 5.41 eV/Å

---

(7)
Molecular formula: C11H10IrN3O9S2
Method: DFT, the ωB97M-V functional and the def2-TZVPD basis

```
36
Properties=species:S:1:pos:R:3:nbo_charge:R:1
Ir 0.398 -1.307 0.542 1.391
N 0.900 -2.205 -1.303 -0.714
C 2.363 -2.128 -1.530 -0.317
C 3.110 -2.010 -0.196 0.646
O 4.280 -2.345 -0.077 -0.636
N 2.369 -1.345 0.694 -0.545
C 2.828 -0.810 1.963 -0.360
C 1.862 -1.307 2.995 0.778
O 2.119 -1.525 4.151 -0.592
O 0.638 -1.441 2.507 -0.616
H 0.579 -3.168 -1.272 0.416
H 0.350 -1.718 -2.007 0.445
H 2.561 -1.198 -2.061 0.245
H 2.716 -2.981 -2.108 0.214
H 2.663 0.273 1.947 0.245
H 3.881 -1.016 2.133 0.245
O -1.600 -1.101 -1.098 -1.010
S -2.373 -0.421 -0.042 2.399
O -3.762 -0.782 -0.012 -0.950
O -1.630 -0.629 1.221 -0.945
C -2.324 1.343 -0.412 -0.232
C -3.576 1.900 -0.642 -0.207
C -3.728 3.250 -0.922 -0.212
C -2.613 4.063 -0.968 -0.207
C -1.359 3.515 -0.742 -0.187
C -1.191 2.165 -0.467 -0.344
S 0.530 1.660 -0.233 2.414
O 1.314 2.849 -0.433 -0.965
O 0.778 0.590 -1.211 -1.022
O 0.595 1.076 1.120 -0.995
H -4.438 1.253 -0.590 0.249
H -4.718 3.652 -1.095 0.210
H -2.705 5.121 -1.176 0.210
H -0.475 4.134 -0.779 0.250
N -0.275 -4.259 1.162 -0.441
C -0.069 -3.146 0.943 0.143
```

## Properties
LUMO energy (spin up / spin down): 2.4 / 0.9 eV
Kohn-Sham gap (spin up / spin down): 0.322 / 0.262 Eh
Maximum force: 1.92 eV/Å
Total charge: -1
⟨S²⟩: 0.75
Spin multiplicity: 2

---

(8)
Molecular formula: C11H10N2O
Method: DFT, the ωB97M-V functional and the def2-TZVPD basis

```
24
Properties=species:S:1:pos:R:3:nbo_charge:R:1
C -1.636 -2.323 -1.405 0.266
C -0.807 -1.485 -2.059 -0.606
C 1.303 -1.012 2.415 -0.255
C 1.274 -0.350 1.252 -0.054
C 0.191 -1.670 2.901 -0.077
C -0.710 -1.486 0.831 0.548
C -0.273 -0.198 -1.861 0.070
C 0.024 0.356 -0.661 0.013
C 0.150 1.752 -0.234 0.550
C -0.306 0.671 -3.059 -0.631
C -0.368 1.987 1.209 -0.726
N -0.650 -2.226 2.000 -0.447
N 0.161 -0.500 0.488 -0.499
O 0.402 2.683 -0.967 -0.532
H -0.826 -1.903 -3.192 0.297
H 2.115 -0.959 3.082 0.227
H 2.126 0.122 0.747 0.229
H 0.093 -1.995 3.905 0.197
H 0.575 0.518 -3.597 0.231
H -0.294 1.670 -2.773 0.256
H -1.136 0.346 -3.689 0.215
H 0.564 1.986 1.868 0.252
H -0.931 1.152 1.651 0.228
H -1.044 2.863 1.148 0.250
```

## Properties
LUMO energy (spin up / spin down): -0.6 / -2.3 eV
Kohn-Sham gap (spin up / spin down): 0.203 / 0.264 Eh
Maximum force: 7.41 eV/Å
⟨S²⟩: 2.06
Spin multiplicity: 3

---

(9)
Molecular formula: C11H10N3O
Method: DFT, the ωB97M-V functional and the def2-TZVPD basis

```
25
Properties=species:S:1:pos:R:3:nbo_charge:R:1
C 0.348 0.426 2.448 -0.285
C 0.920 1.580 2.116 0.039
C -1.445 -2.073 2.036 0.187
C -0.811 -1.385 1.001 -0.191
C -0.071 -0.153 1.235 0.230
C -1.000 -2.296 -0.122 -0.022
C -0.137 -2.202 -1.289 0.198
C 0.023 -0.773 -1.700 -0.057
C 0.064 0.532 -1.111 -0.115
C -0.283 -0.805 -3.162 -0.643
C 1.294 2.783 -0.163 -0.443
N -1.859 -3.230 0.257 -0.014
N 0.281 0.693 0.256 -0.106
N 0.853 1.772 0.806 -0.109
O -2.161 -3.084 1.533 -0.186
H 0.330 0.016 3.465 0.268
H 1.378 2.210 2.845 0.261
H -1.432 -2.135 3.096 0.236
H 0.011 1.349 -1.787 0.238
H -0.632 -1.759 -3.507 0.264
H 0.709 -0.585 -3.526 0.257
H -0.912 0.049 -3.587 0.244
H 1.688 3.753 0.393 0.272
H 2.303 2.434 -0.597 0.243
H 0.538 2.884 -0.939 0.235
```

## Properties
LUMO energy (spin up / spin down): -5.0 / -5.2 eV
Kohn-Sham gap (spin up / spin down): 0.266 / 0.266 Eh
Maximum force: 4.96 eV/Å
Total charge: +1

---

(10)
Molecular formula: C11H10N4O3
Method: DFT, the ωB97M-V functional and the def2-TZVPD basis

```
28
Properties=species:S:1:pos:R:3:nbo_charge:R:1
C -5.271 -0.566 0.532 -0.659
C -3.818 -1.063 0.099 0.136
N -3.492 -2.223 -0.039 -0.144
O -2.295 -2.396 -0.365 0.002
N -1.795 -1.325 -0.582 0.003
C -2.831 -0.382 -0.114 -0.092
C -2.736 1.048 0.011 0.629
O -3.630 1.941 -0.282 -0.594
N -1.436 1.701 -0.227 -0.472
N -0.239 0.879 -0.107 -0.195
C 0.808 1.678 -0.074 0.014
C 1.967 0.781 -0.162 -0.072
C 2.027 -0.896 -0.199 -0.114
C 3.174 -1.381 -0.019 -0.319
C 4.391 -0.861 -0.126 0.317
C 4.406 0.513 0.152 -0.262
C 3.358 1.138 0.047 -0.209
H 3.354 2.325 0.095 0.185
H 5.547 1.137 0.005 0.190
O 5.478 -1.580 0.149 -0.641
H 6.256 -1.085 -0.022 0.483
H 3.000 -2.451 0.078 0.232
H 1.027 -1.062 -0.080 0.247
H 0.919 2.621 0.061 0.176
H -1.316 2.870 -0.376 0.410
H -5.236 0.541 0.482 0.271
H -5.621 -1.166 1.403 0.242
H -5.997 -0.736 -0.338 0.235
```

## Properties
LUMO energy: -0.6 eV
Kohn-Sham gap: 0.258 Eh
Maximum force: 16.50 eV/Å

---

> Among the records above, which one has the lowest maximum force?

C11H10IrN3O9S2

---

Copy entry 10 word for word.
Molecular formula: C11H10N4O3
Method: DFT, the ωB97M-V functional and the def2-TZVPD basis

```
28
Properties=species:S:1:pos:R:3:nbo_charge:R:1
C -5.271 -0.566 0.532 -0.659
C -3.818 -1.063 0.099 0.136
N -3.492 -2.223 -0.039 -0.144
O -2.295 -2.396 -0.365 0.002
N -1.795 -1.325 -0.582 0.003
C -2.831 -0.382 -0.114 -0.092
C -2.736 1.048 0.011 0.629
O -3.630 1.941 -0.282 -0.594
N -1.436 1.701 -0.227 -0.472
N -0.239 0.879 -0.107 -0.195
C 0.808 1.678 -0.074 0.014
C 1.967 0.781 -0.162 -0.072
C 2.027 -0.896 -0.199 -0.114
C 3.174 -1.381 -0.019 -0.319
C 4.391 -0.861 -0.126 0.317
C 4.406 0.513 0.152 -0.262
C 3.358 1.138 0.047 -0.209
H 3.354 2.325 0.095 0.185
H 5.547 1.137 0.005 0.190
O 5.478 -1.580 0.149 -0.641
H 6.256 -1.085 -0.022 0.483
H 3.000 -2.451 0.078 0.232
H 1.027 -1.062 -0.080 0.247
H 0.919 2.621 0.061 0.176
H -1.316 2.870 -0.376 0.410
H -5.236 0.541 0.482 0.271
H -5.621 -1.166 1.403 0.242
H -5.997 -0.736 -0.338 0.235
```

## Properties
LUMO energy: -0.6 eV
Kohn-Sham gap: 0.258 Eh
Maximum force: 16.50 eV/Å

---

> Look up the maximum force of the tenth one.

16.50 eV/Å

---

> Which value of maximum force does entry 5 give?

4.42 eV/Å